1.
Entry from the Open Molecules 2025 dataset: a gas-phase ion, C28H30Cl2N3 (charge +1) (ωB97M-V/def2-TZVPD).

Atoms and positions in Å:
C1 -3.880 1.273 3.425
C2 -3.381 0.966 2.037
C3 -4.071 -0.188 1.370
N1 -1.970 0.512 2.061
N2 -1.749 -0.790 1.949
N3 -0.423 -0.924 1.925
C4 0.108 -2.313 1.954
C5 -0.457 -3.079 0.773
C6 -0.340 -2.952 3.249
C7 0.192 0.281 2.125
C8 1.652 0.378 2.173
C9 2.380 0.537 3.377
C10 3.777 0.553 3.359
C11 4.476 0.401 2.153
C12 3.766 0.205 0.957
C13 2.375 0.178 0.974
C14 -0.816 1.215 2.214
C15 -0.808 2.699 2.308
C16 -0.283 3.380 3.562
C17 -0.178 4.905 3.292
C18 1.088 5.485 3.239
C19 1.228 6.840 2.926
C20 0.089 7.611 2.656
Cl1 0.271 9.248 2.174
C21 -1.186 7.047 2.751
C22 -1.308 5.681 3.019
C23 -1.052 3.041 4.845
C24 -0.696 1.880 5.541
C25 -1.580 1.325 6.469
C26 -2.807 1.964 6.695
Cl2 -4.076 1.126 7.494
C27 -3.001 3.277 6.264
C28 -2.089 3.829 5.357
H1 -4.931 1.582 3.378
H2 -3.813 0.392 4.078
H3 -3.315 2.091 3.885
H4 -3.379 1.872 1.423
H5 -5.136 0.004 1.268
H6 -3.649 -0.343 0.376
H7 -3.912 -1.100 1.950
H8 1.194 -2.226 1.887
H9 -0.236 -4.145 0.884
H10 -1.546 -2.951 0.734
H11 -0.019 -2.738 -0.171
H12 -0.033 -4.001 3.280
H13 0.098 -2.438 4.110
H14 -1.435 -2.905 3.310
H15 1.830 0.626 4.320
H16 4.334 0.684 4.294
H17 5.567 0.428 2.141
H18 4.300 0.076 0.012
H19 1.802 0.024 0.054
H20 -0.169 3.034 1.473
H21 -1.813 3.077 2.071
H22 0.738 2.996 3.698
H23 1.965 4.858 3.428
H24 2.222 7.275 2.849
H25 -2.066 7.660 2.580
H26 -2.303 5.230 3.027
H27 0.284 1.427 5.373
H28 -1.355 0.388 6.971
H29 -3.876 3.838 6.577
H30 -2.214 4.870 5.069

## Properties
SMILES = CC(C)n1n[n+](C(C)C)c(-c2ccccc2)c1CC(c1ccc(Cl)cc1)c1ccc(Cl)cc1
LUMO energy = -0.1038 Ha
HOMO energy = -11.25 eV
Gap between HOMO and LUMO = 0.310 Eh
Charge = +1

---

2.
Entry from the Open Molecules 2025 dataset: 4 unconnected molecules or ions with the total composition C28H30ClF7N2O16P2S3 (ωB97M-V/def2-TZVPD).

Atoms and positions in Å:
N1 2.675 3.651 1.041
P1 1.031 4.190 0.894
O1 1.046 5.868 0.592
C1 0.335 3.281 -0.597
C2 1.084 2.925 -1.810
C3 0.397 2.196 -2.865
C4 -1.009 1.802 -2.784
C5 -1.667 1.032 -3.970
C6 -1.301 -0.515 -3.759
C7 -0.212 -1.010 -4.800
C8 1.045 -1.686 -4.109
S1 0.797 -3.475 -3.768
O2 -0.458 -3.988 -4.290
O3 1.951 -4.179 -4.321
Cl1 0.887 -3.722 -1.704
C9 -1.780 2.144 -1.594
C10 -1.065 2.879 -0.520
S2 -2.089 3.221 0.967
C11 -2.976 1.618 1.095
C12 -3.440 1.077 -0.210
C13 -4.162 -0.206 -0.148
C14 -4.354 -0.894 1.120
C15 -3.850 -0.360 2.401
S3 -4.144 -1.384 3.853
O4 -5.599 -1.554 3.955
O5 -3.677 -0.852 5.123
C16 -3.488 -3.116 3.564
F1 -4.048 -3.716 2.451
F2 -3.961 -3.849 4.635
C17 -1.909 -3.250 3.594
F3 -1.633 -4.448 4.248
F4 -1.269 -2.280 4.304
C18 -1.211 -3.365 2.170
F5 -1.119 -4.672 1.814
F6 0.060 -2.849 2.297
F7 -1.809 -2.641 1.187
C19 -3.167 0.940 2.361
P2 -2.522 1.774 3.921
O6 -3.796 2.054 5.005
O7 -1.274 0.884 4.608
N2 -3.193 1.787 -1.446
H1 2.810 3.091 1.885
H2 2.972 3.107 0.228
H3 1.387 5.954 -0.321
H4 2.162 3.188 -1.880
H5 0.960 1.909 -3.782
H6 -1.252 1.401 -4.944
H7 -2.780 1.185 -3.970
H8 -2.230 -1.139 -3.816
H9 -0.887 -0.645 -2.721
H10 -0.715 -1.719 -5.515
H11 0.156 -0.147 -5.421
H12 1.938 -1.547 -4.772
H13 1.264 -1.135 -3.156
H14 -4.544 -0.636 -1.109
H15 -4.907 -1.857 1.091
H16 -3.441 1.836 5.888
H17 -1.218 1.133 5.565
H18 -3.659 2.704 -1.329
O8 5.199 2.862 -0.294
C20 5.452 3.408 -1.320
O9 4.672 3.349 -2.437
C21 5.185 4.304 -3.362
C22 6.616 4.456 -2.926
O10 6.555 4.172 -1.531
H19 5.095 3.942 -4.385
H20 4.616 5.233 -3.263
H21 7.279 3.731 -3.406
H22 7.003 5.459 -3.102
O11 -1.715 1.516 7.166
C23 -2.431 1.314 8.105
O12 -3.487 2.092 8.435
C24 -4.215 1.408 9.454
C25 -3.172 0.512 10.058
O13 -2.285 0.282 8.965
H23 -4.632 2.111 10.173
H24 -5.032 0.850 8.990
H25 -2.619 0.996 10.866
H26 -3.588 -0.425 10.426
O14 6.847 -5.074 -8.424
C26 6.131 -5.199 -7.482
O15 5.086 -4.377 -7.196
C27 4.347 -4.982 -6.136
C28 5.370 -5.863 -5.476
O16 6.252 -6.183 -6.550
H27 3.948 -4.229 -5.461
H28 3.517 -5.550 -6.563
H29 5.934 -5.341 -4.699
H30 4.932 -6.764 -5.050

## Properties
SMILES = NP(O)c1ccc(CCCCS(=O)(=O)Cl)c2c1Sc1c(ccc(S(=O)(=O)C(F)(F)C(F)(F)C(F)(F)F)c1P(O)O)N2.O=C1OCCO1.O=C1OCCO1.O=C1OCCO1
LUMO energy = -0.0247 Ha
HOMO energy = -7.24 eV
Gap between HOMO and LUMO = 0.242 Eh

---

3.
Entry from the Open Molecules 2025 dataset: a molecular structure, C28H30ClLuN4O4 (ωB97M-V/def2-TZVPD).

Atoms and positions in Å:
Lu1 0.024 0.257 0.751
C1 -3.978 5.609 -2.137
C2 -3.194 5.952 -0.905
C3 -3.203 7.241 -0.383
C4 -2.481 7.575 0.754
C5 -1.747 6.596 1.409
C6 -1.737 5.298 0.923
C7 -2.439 4.987 -0.237
N1 -2.440 3.656 -0.753
C8 -1.394 2.776 -0.610
N2 -0.176 3.364 -0.824
C9 1.162 2.907 -0.631
C10 1.358 1.476 -0.687
C11 2.761 1.000 -0.628
C12 3.826 2.012 -0.695
C13 3.518 3.309 -0.558
C14 2.150 3.813 -0.490
C15 1.910 5.290 -0.394
N3 -1.578 1.508 -0.362
C16 -2.909 1.083 0.002
C17 -3.480 1.541 1.188
C18 -4.733 1.104 1.580
C19 -5.414 0.189 0.787
C20 -4.830 -0.276 -0.380
C21 -3.568 0.150 -0.797
C22 -2.958 -0.413 -2.043
H1 -4.356 6.512 -2.613
H2 -4.841 4.977 -1.911
H3 -3.372 5.064 -2.864
H4 -3.783 8.002 -0.892
H5 -2.497 8.590 1.128
H6 -1.195 6.834 2.309
H7 -1.189 4.527 1.453
H8 -3.341 3.202 -0.794
H9 -0.263 4.342 -1.047
H10 2.977 -0.001 -0.987
H11 4.848 1.706 -0.876
H12 4.309 4.051 -0.567
H13 2.831 5.829 -0.176
H14 1.192 5.541 0.391
H15 1.521 5.710 -1.329
H16 -2.924 2.237 1.806
H17 -5.166 1.466 2.503
H18 -6.391 -0.173 1.081
H19 -5.358 -1.002 -0.988
H20 -3.685 -1.033 -2.568
H21 -2.101 -1.050 -1.826
H22 -2.612 0.368 -2.723
O1 2.102 0.954 0.683
Cl1 -0.070 1.401 3.352
O2 -0.857 2.062 4.348
O3 0.043 2.231 2.096
O4 -0.872 0.212 2.761
C23 0.664 -1.625 -2.220
C24 0.339 -2.459 -1.019
C25 0.195 -3.819 -0.965
C26 -0.026 -4.156 0.399
C27 -0.021 -2.985 1.110
C28 -0.169 -2.844 2.588
N4 0.181 -1.914 0.252
H23 1.473 -2.073 -2.802
H24 0.985 -0.614 -1.960
H25 -0.177 -1.505 -2.908
H26 0.283 -4.492 -1.806
H27 -0.146 -5.141 0.827
H28 -0.096 -3.829 3.050
H29 -1.120 -2.407 2.904
H30 0.617 -2.232 3.044

## Properties
LUMO energy = -0.0002 Ha
ΔE to the lowest compared entry with this formula, charge and spin = 0.00 kcal/mol
HOMO energy = -6.77 eV
Gap between HOMO and LUMO = 0.249 Eh

---

4.
Entry from the Open Molecules 2025 dataset: a molecular structure, C28H30F6N4O6RuS2Sb (ωB97M-V/def2-TZVPD).

Atoms and positions in Å:
Ru1 -0.564 0.173 0.161
C1 -2.919 -2.758 1.965
C2 -1.539 -3.338 1.826
C3 -1.385 -4.716 1.845
C4 -0.134 -5.294 1.689
C5 0.971 -4.489 1.481
C6 0.859 -3.103 1.456
C7 2.101 -2.284 1.234
C8 -0.399 -2.540 1.655
N1 -0.538 -1.116 1.700
C9 -0.966 -0.610 2.911
O1 -0.989 -1.181 3.980
C10 -1.455 0.816 2.802
C11 -2.007 1.560 3.830
C12 -2.447 2.850 3.546
C13 -2.327 3.368 2.258
C14 -1.761 2.567 1.285
N2 -1.351 1.334 1.581
C15 -1.585 2.945 -0.162
O2 -1.875 4.041 -0.581
N3 -1.183 1.856 -0.916
C16 -1.059 1.970 -2.268
C17 -1.985 1.236 -3.088
C18 -3.146 0.510 -2.492
C19 -1.871 1.365 -4.451
C20 -0.892 2.187 -5.010
C21 0.006 2.910 -4.212
C22 -0.040 2.808 -2.848
C23 0.983 3.453 -1.975
H1 -3.652 -3.439 1.535
H2 -3.013 -1.802 1.445
H3 -3.182 -2.601 3.011
H4 -2.258 -5.339 1.976
H5 -0.025 -6.368 1.717
H6 1.945 -4.935 1.328
H7 2.751 -2.788 0.520
H8 2.668 -2.163 2.161
H9 1.884 -1.292 0.831
H10 -2.088 1.116 4.811
H11 -2.892 3.450 4.326
H12 -2.652 4.364 1.995
H13 -4.047 1.116 -2.621
H14 -3.032 0.308 -1.420
H15 -3.294 -0.433 -3.008
H16 -2.565 0.844 -5.094
H17 -0.821 2.264 -6.086
H18 0.774 3.508 -4.681
H19 1.793 3.855 -2.578
H20 1.399 2.718 -1.281
H21 0.541 4.266 -1.397
F1 3.912 -1.690 -1.708
C24 3.557 -0.743 -2.560
F2 4.122 0.404 -2.182
F3 3.983 -1.056 -3.771
S1 1.721 -0.493 -2.575
O3 1.438 0.188 -1.305
O4 1.415 0.253 -3.755
N4 1.221 -1.982 -2.552
S2 -0.330 -2.183 -2.391
O5 -1.120 -1.902 -3.546
O6 -0.816 -1.587 -1.132
C25 -0.425 -4.033 -2.109
F4 -1.406 -4.285 -1.251
F5 -0.695 -4.621 -3.264
F6 0.710 -4.511 -1.640
C26 1.366 3.386 2.269
Sb1 1.823 1.440 1.514
C27 2.106 0.510 3.414
C28 3.832 1.817 0.915
H22 2.220 3.729 2.849
H23 0.498 3.332 2.922
H24 1.171 4.093 1.465
H25 3.139 0.653 3.720
H26 1.873 -0.552 3.377
H27 1.451 0.992 4.137
H28 4.428 1.923 1.817
H29 3.856 2.741 0.344
H30 4.216 1.005 0.305

## Properties
LUMO energy (spin up / spin down) = -0.1357 / -0.2357 Ha
ΔE to the lowest compared entry with this formula, charge and spin = 7.70 kcal/mol
Multiplicity = 5
HOMO energy (spin up / spin down) = -11.09 / -11.18 eV
Gap between HOMO and LUMO (spin up / spin down) = 0.272 / 0.175 Eh
Charge = +1